{
  "formula": "C36H79B4N7O13",
  "method": "ωB97M-V with the def2-TZVPD basis set",
  "species": ["C", "C", "C", "C", "C", "C", "C", "C", "C", "C", "C", "C", "C", "B", "O", "B", "C", "B", "O", "O", "O", "B", "N", "C", "C", "O", "C", "C", "O", "O", "H", "H", "H", "H", "H", "H", "H", "H", "H", "H", "H", "H", "H", "H", "H", "H", "H", "H", "H", "H", "H", "H", "H", "H", "H", "H", "H", "H", "H", "H", "H", "H", "H", "H", "H", "H", "H", "C", "C", "O", "N", "C", "H", "H", "H", "H", "H", "H", "H", "C", "C", "O", "N", "C", "H", "H", "H", "H", "H", "H", "H", "C", "C", "O", "N", "C", "H", "H", "H", "H", "H", "H", "H", "C", "C", "O", "N", "C", "H", "H", "H", "H", "H", "H", "H", "C", "C", "O", "N", "C", "H", "H", "H", "H", "H", "H", "H", "C", "C", "O", "N", "C", "H", "H", "H", "H", "H", "H", "H"],
  "xyz": [[0.183380, -4.781756, 1.572741], [-1.316786, -4.268920, 1.348255], [-1.416915, -2.910510, 0.473047], [-2.708276, -2.853259, -0.466270], [-2.679973, -3.838618, -1.728972], [-1.278355, -3.905387, -2.499275], [-0.199619, -4.922913, -1.885783], [0.482981, -5.885855, -2.964853], [1.692810, -6.660306, -2.193037], [3.065116, -5.830146, -2.309258], [3.617704, -5.326977, -0.865569], [3.781659, -3.728392, -0.882240], [4.940048, -3.193983, 0.127478], [5.053542, -1.603693, -0.178387], [4.817011, -0.560274, 0.792137], [3.747750, 0.224497, 0.206126], [2.511917, 0.727448, 1.161369], [1.768560, -0.532382, 1.855813], [1.274363, -0.498296, 3.212507], [1.601057, -1.766536, 1.124783], [3.677434, 0.619395, -1.175857], [4.289101, -0.389764, -2.042085], [3.754213, -0.452618, -3.432209], [3.003363, -1.693604, -3.707596], [3.547346, -2.617265, -4.904921], [2.009873, -2.109284, -3.078316], [2.985850, 0.772003, -3.743030], [1.450041, 1.019867, -3.426579], [3.623813, 1.704664, -4.297038], [5.361115, -1.200041, -1.533499], [0.729989, -4.208437, 2.409990], [0.854452, -4.669129, 0.648177], [0.202764, -5.905742, 1.820321], [-1.759128, -4.061675, 2.385162], [-1.902245, -5.138017, 0.881426], [-1.442576, -2.039094, 1.216629], [-0.426082, -2.852994, -0.113936], [-2.942649, -1.761705, -0.742371], [-3.594374, -3.187541, 0.191321], [-3.439174, -3.409711, -2.484942], [-3.036268, -4.901274, -1.512740], [-1.510381, -4.278599, -3.565913], [-0.807005, -2.864982, -2.649663], [0.650228, -4.275826, -1.452912], [-0.696906, -5.550483, -1.076841], [0.888200, -5.290161, -3.847312], [-0.230486, -6.681204, -3.356296], [1.408728, -6.641360, -1.074968], [1.769346, -7.755756, -2.485339], [2.809594, -4.884796, -2.909285], [3.881274, -6.367165, -2.899439], [2.891837, -5.577127, -0.016021], [4.615057, -5.824485, -0.632731], [2.796705, -3.176430, -0.745133], [4.175367, -3.455972, -1.931529], [5.915822, -3.704976, -0.160308], [4.669991, -3.328971, 1.224312], [2.871700, 1.457785, 1.964223], [1.746682, 1.271556, 0.490253], [1.132601, -1.449409, 3.436717], [1.274719, -1.584574, 0.218117], [2.831336, -3.468686, -5.153925], [4.556771, -3.018578, -4.545124], [3.735210, -1.979576, -5.841994], [1.350724, 1.657409, -2.479069], [1.022595, 1.653245, -4.279889], [0.816112, 0.083521, -3.338662], [0.266910, -0.433808, 9.181836], [0.466108, -1.283289, 7.955342], [0.410064, -2.504924, 7.990610], [0.716079, -0.647443, 6.777035], [0.820066, 0.774589, 6.531379], [0.077511, -1.078325, 10.039904], [1.165290, 0.153630, 9.382174], [-0.593663, 0.224748, 9.047258], [0.838801, -1.278604, 5.999051], [0.065429, 1.049840, 5.790940], [1.812333, 0.980078, 6.123233], [0.671787, 1.362438, 7.434125], [-3.934701, 1.598429, -4.031730], [-2.479524, 1.868028, -3.758524], [-1.602985, 1.055577, -4.024399], [-2.150567, 3.062991, -3.194609], [-3.033154, 4.144097, -2.808746], [-4.040523, 0.610644, -4.479718], [-4.502130, 1.617682, -3.098967], [-4.329484, 2.339104, -4.730232], [-1.158435, 3.174614, -3.040066], [-2.736460, 5.041266, -3.358167], [-2.908601, 4.324574, -1.739339], [-4.076945, 3.921820, -3.017570], [4.674227, 3.823353, -1.277188], [3.802813, 5.035385, -1.465291], [2.633914, 5.063436, -1.102305], [4.355771, 6.127645, -2.063027], [5.706120, 6.288478, -2.557218], [4.098681, 3.037291, -0.790581], [5.015184, 3.452413, -2.246257], [5.528719, 4.069639, -0.642826], [3.714460, 6.901980, -2.156211], [6.166797, 7.130003, -2.033804], [5.657605, 6.516988, -3.624600], [6.309877, 5.396896, -2.406974], [-2.639424, 8.616647, -0.636259], [-3.504310, 7.576265, -1.295074], [-3.833088, 6.544288, -0.725994], [-3.923464, 7.813700, -2.569674], [-3.643770, 8.962889, -3.403761], [-2.385830, 8.289122, 0.371615], [-1.713709, 8.747923, -1.200333], [-3.177980, 9.564010, -0.566814], [-4.498939, 7.074611, -2.947230], [-4.593382, 9.427241, -3.680340], [-3.139889, 8.616995, -4.309528], [-3.017630, 9.695755, -2.900895], [-4.338505, -3.744593, 3.816883], [-4.532643, -2.339928, 3.311139], [-4.761176, -2.093769, 2.134327], [-4.446303, -1.322585, 4.212665], [-4.185676, -1.406857, 5.633603], [-4.435410, -4.443738, 2.986313], [-3.340895, -3.854897, 4.247062], [-5.100240, -3.984518, 4.561605], [-4.587046, -0.408227, 3.802622], [-5.029466, -0.960698, 6.165555], [-3.282798, -0.831957, 5.853139], [-4.050006, -2.432268, 5.969044], [-3.855279, 3.508110, 2.068502], [-3.707976, 2.069319, 2.485267], [-4.411998, 1.562900, 3.350013], [-2.751570, 1.323727, 1.865612], [-1.826858, 1.732462, 0.829788], [-4.653717, 3.971359, 2.647541], [-2.928267, 4.052055, 2.260955], [-4.116310, 3.568564, 1.009954], [-2.710782, 0.369623, 2.195800], [-1.990215, 1.096573, -0.044393], [-0.810042, 1.577578, 1.200248], [-1.953433, 2.774880, 0.546714]],
  "forces_ev_per_angstrom": [[0.6, -0.1, 0.1], [0.4, 0.0, 0.2], [0.3, -0.6, 0.2], [-0.4, -0.7, 0.9], [0.2, 1.0, -0.9], [-0.1, -0.4, -0.9], [0.1, 0.7, -0.8], [0.4, -0.7, 1.0], [-0.3, 0.7, 0.4], [-0.5, 0.5, 0.4], [-0.3, 0.6, -0.3], [1.5, -0.4, -0.5], [-0.7, 0.8, -0.3], [1.2, -0.1, 0.3], [-2.0, -0.7, -3.0], [-0.3, 1.3, 1.0], [-0.1, 0.3, -0.2], [-0.4, -0.5, 0.5], [1.3, -1.3, -2.2], [-0.3, 1.9, 0.6], [1.4, -3.2, 0.7], [0.9, 1.0, 0.6], [-1.3, -0.4, 1.1], [-1.8, -2.9, -0.4], [0.4, 1.0, 0.3], [2.9, 2.0, -1.3], [0.7, 3.6, -1.8], [0.0, -0.1, -0.4], [-1.9, -3.3, 2.1], [-3.1, 0.6, 0.3], [-1.0, -0.9, -1.2], [-1.2, 0.0, 1.2], [-0.1, 1.7, -0.2], [0.4, -0.4, -1.5], [0.6, 1.4, 0.5], [0.1, -1.1, -1.1], [-1.7, 0.1, 0.7], [0.5, -1.7, 0.1], [1.3, 0.7, -0.9], [1.0, -0.7, 1.2], [0.6, 1.4, 0.0], [0.3, 0.5, 1.5], [-0.8, -1.5, 0.4], [-1.2, -1.2, -0.4], [0.8, 0.8, -0.9], [-0.5, -0.7, 1.1], [0.6, 1.2, 0.4], [0.3, -0.3, -1.7], [0.1, 1.4, 0.1], [0.4, -1.3, 0.8], [-1.1, 0.6, 0.9], [1.0, 0.1, -1.3], [-1.2, 0.7, -0.2], [1.2, -0.9, 0.0], [-0.7, -0.4, 1.5], [-1.2, 0.5, 0.5], [0.4, -0.2, -1.4], [-0.5, -0.9, -1.1], [1.1, -0.6, 1.0], [-0.2, 0.9, -0.1], [0.5, -0.2, 0.6], [0.9, 1.3, 0.6], [-1.3, 0.5, -0.6], [-0.2, -0.9, 1.5], [0.4, -1.1, -1.2], [0.8, -1.0, 1.2], [0.9, 1.2, 0.0], [0.0, 0.0, 0.2], [0.0, -0.5, -0.3], [0.0, 0.2, 0.1], [-0.1, -0.1, 0.5], [0.1, -0.2, -0.5], [0.0, 0.0, -0.2], [-0.1, 0.1, 0.0], [0.1, 0.1, 0.0], [0.0, 0.1, 0.1], [0.1, 0.3, 0.1], [-0.1, 0.3, 0.0], [0.0, -0.2, 0.0], [-0.1, -0.1, -0.1], [0.5, 0.0, 0.0], [-0.2, 0.0, 0.0], [-0.2, -0.5, -0.3], [0.5, 0.1, 0.2], [0.2, 0.1, 0.1], [-0.1, 0.1, -0.1], [-0.1, 0.0, 0.1], [-0.1, 0.0, 0.0], [-0.2, 0.1, 0.1], [-0.3, 0.2, -0.1], [0.1, -0.1, 0.0], [0.0, -0.1, 0.1], [-0.4, 0.2, 0.0], [0.1, -0.1, 0.0], [-0.1, -0.4, 0.2], [-0.3, 0.5, -0.1], [0.0, 0.2, -0.1], [0.1, 0.0, 0.1], [0.1, -0.1, -0.1], [0.1, -0.1, 0.0], [0.2, -0.1, -0.1], [0.3, -0.1, 0.0], [-0.1, 0.0, 0.0], [0.1, 0.0, 0.2], [-0.3, -0.4, 0.0], [0.1, 0.1, 0.0], [0.2, 0.0, 0.5], [-0.3, -0.3, -0.3], [-0.1, -0.1, -0.2], [-0.1, 0.2, 0.0], [0.2, 0.0, -0.1], [0.0, 0.1, 0.0], [0.2, 0.2, -0.1], [0.0, 0.3, 0.0], [-0.1, -0.1, 0.0], [0.0, -0.2, -0.1], [-0.1, 0.6, 0.2], [0.1, -0.2, -0.1], [0.0, -0.8, -0.4], [-0.1, 0.4, -0.2], [0.0, 0.2, 0.0], [-0.1, -0.1, 0.2], [0.2, 0.0, 0.1], [0.0, 0.3, 0.1], [0.1, -0.1, 0.2], [0.0, -0.1, 0.3], [0.0, 0.1, -0.1], [-0.1, 0.1, 0.1], [0.2, -0.4, -0.1], [-0.1, 0.1, 0.1], [-0.4, 0.5, 0.3], [0.0, -0.6, 0.1], [0.1, -0.2, 0.0], [0.0, 0.0, -0.2], [0.2, 0.1, 0.0], [0.0, 0.0, -0.1], [0.2, 0.2, -0.1], [0.1, 0.2, -0.2], [-0.1, -0.1, 0.1]],
  "total_charge": 0,
  "smiles": "CCCCCCCCCCCCCB1OB(CB(O)O)OB(N(C(C)=O)C(C)=O)O1.CNC(C)=O.CNC(C)=O.CNC(C)=O.CNC(C)=O.CNC(C)=O.CNC(C)=O",
  "homo_energy_ev": -8.880,
  "lumo_energy_ev": 0.333,
  "mol_weight_g_mol": 861.312
}